{
  "formula": "C9H9BrN2O2",
  "method": "ωB97M-V/def2-TZVPD",
  "gap_ev": 9.7476,
  "max_force_ev_per_a": 4.74,
  "energy_ev": -86593.875,
  "spin_multiplicity": 1,
  "smiles": "[H]/N=C1\\OC(C)=C(C)[C@@]1(C#N)C(=O)CBr",
  "e_above_lowest_kcal_mol": 0.4,
  "lumo_energy_ev": 0.21,
  "homo_energy_ev": -9.54,
  "total_charge": 0,
  "species": ["H", "N", "C", "O", "C", "C", "C", "C", "C", "C", "N", "C", "O", "C", "Br", "H", "H", "H", "H", "H", "H", "H", "H"],
  "coordinates": [[0.500965, -1.205027, 3.244841], [-0.069668, -1.316861, 2.377551], [0.128196, -0.449235, 1.424738], [1.271871, 0.305819, 1.422978], [1.365664, 1.058975, 0.188286], [2.438955, 2.118308, 0.197905], [0.389562, 0.718414, -0.655498], [0.022404, 0.997576, -2.071295], [-0.619795, -0.147548, 0.112143], [-1.878731, 0.373208, 0.446643], [-2.954559, 0.781234, 0.542268], [-0.777895, -1.487194, -0.581746], [-0.198433, -1.846464, -1.549434], [-1.591046, -2.374749, 0.318999], [-2.398934, -3.889128, -0.480231], [2.219914, 2.744602, -0.665807], [3.410754, 1.789367, -0.028365], [2.342927, 2.604969, 1.148175], [-0.005396, 0.139376, -2.731118], [0.697679, 1.875557, -2.565743], [-0.942238, 1.590570, -1.922132], [-2.441290, -1.677618, 0.690275], [-0.910908, -2.704152, 1.136568]],
  "forces_ev_per_angstrom": [[-0.1, 0.1, -1.4], [-0.5, 2.3, -1.4], [2.2, -1.6, 3.0], [-0.5, 1.3, -0.9], [-0.1, -0.8, 0.6], [-2.0, -0.7, -1.2], [-0.2, -0.1, 0.6], [0.6, 4.7, -0.2], [3.1, -1.1, 0.1], [-2.7, 1.9, -0.5], [0.8, -0.2, 0.2], [-0.7, -2.0, 1.2], [0.5, 0.2, -1.0], [-1.5, 1.0, 0.6], [-0.1, -0.4, -0.4], [-0.2, 0.5, 0.3], [1.4, -0.9, 0.4], [0.3, 0.6, 0.3], [-0.3, 0.0, 0.2], [-1.2, -2.3, 1.2], [0.6, -1.2, -1.0], [1.4, -1.8, -0.1], [-0.9, 0.3, -0.5]],
  "mulliken_charge": [0.282, -0.683, 0.206, -0.420, 0.619, -1.351, -0.299, -1.472, 1.863, 0.102, -0.532, 0.102, -0.492, -0.526, -0.118, 0.379, 0.334, 0.349, 0.314, 0.278, 0.373, 0.339, 0.354]
}